Record 1
DFT (ωB97M-V with the def2-TZVPD basis set) results for a structure of composition C49H61N3O10STi in a non-equilibrium geometry.

Calculated values
* E_HOMO (spin up / spin down): -3.33 / -3.32 eV
* expectation value of S²: 0.757

```
! RIJCOSX wB97M-V def2-TZVPD def2/J DEFGRID3
* xyz -1 2
Ti -0.686 -0.177 -0.775
C 6.773 -0.139 1.948
C 5.420 -0.791 2.263
C 5.646 -2.311 2.225
C 5.039 -0.385 3.696
C 4.283 -0.382 1.319
C 3.088 -1.060 1.331
C 1.993 -0.604 0.548
N 0.689 -0.861 0.558
C 0.208 -1.716 1.575
C 0.563 -1.818 2.903
C 0.057 -2.868 3.676
C -0.893 -3.706 3.081
C -1.341 -3.565 1.756
C -0.757 -2.534 0.989
O -0.921 -2.184 -0.241
C -2.404 -4.503 1.190
C -2.851 -5.591 2.181
C -3.644 -3.721 0.824
C -1.883 -5.244 -0.052
C 0.592 -3.103 5.085
C 2.099 -3.400 5.005
C -0.062 -4.287 5.806
C 0.373 -1.856 5.956
C 2.263 0.365 -0.468
O 1.223 0.463 -1.207
C 3.493 1.124 -0.469
C 4.431 0.719 0.462
C 3.681 2.284 -1.417
C 2.617 3.336 -1.177
C 5.038 2.983 -1.244
C 3.614 1.792 -2.871
H 7.553 -0.531 2.606
H 7.082 -0.334 0.918
H 6.751 0.942 2.105
H 6.496 -2.595 2.853
H 4.783 -2.868 2.595
H 5.857 -2.649 1.207
H 5.829 -0.653 4.407
H 4.878 0.694 3.770
H 4.122 -0.879 4.025
H 2.912 -1.927 1.955
H 1.267 -1.105 3.320
H -1.301 -4.513 3.671
H -3.296 -5.161 3.082
H -3.609 -6.237 1.729
H -2.017 -6.234 2.480
H -4.022 -3.159 1.682
H -3.448 -3.017 0.022
H -4.446 -4.388 0.481
H -0.941 -5.756 0.163
H -2.604 -5.998 -0.388
H -1.716 -4.576 -0.898
H 2.294 -4.267 4.367
H 2.661 -2.558 4.594
H 2.514 -3.614 5.996
H 0.102 -5.225 5.270
H 0.360 -4.412 6.807
H -1.139 -4.143 5.922
H 0.911 -0.986 5.571
H -0.687 -1.596 6.005
H 0.726 -2.025 6.978
H 5.358 1.273 0.530
H 2.619 3.669 -0.135
H 2.782 4.217 -1.808
H 1.637 2.960 -1.405
H 5.152 3.395 -0.238
H 5.870 2.299 -1.431
H 5.138 3.814 -1.948
H 2.633 1.387 -3.122
H 3.812 2.612 -3.572
H 4.356 1.011 -3.055
O -0.919 0.882 0.941
H -1.673 1.436 1.199
H -0.293 0.936 1.677
O -0.438 -1.260 -2.478
H -0.912 -2.070 -2.720
H 0.165 -1.086 -3.210
O -2.052 0.603 -1.715
O 0.226 6.170 -0.131
S -0.742 5.519 -0.961
O -2.039 6.095 -1.148
N -0.861 3.919 -0.578
C -0.413 3.182 -1.518
O -0.301 1.715 -1.650
C 0.106 3.911 -2.728
C 0.652 3.439 -3.908
C 1.053 4.360 -4.867
C 0.910 5.731 -4.652
C 0.361 6.207 -3.467
C -0.026 5.267 -2.538
H 0.761 2.374 -4.069
H 1.483 4.002 -5.795
H 1.231 6.429 -5.416
H 0.239 7.265 -3.276
C -5.867 2.775 -3.416
O -4.485 2.672 -3.140
C -3.798 1.692 -3.796
C -4.233 1.124 -4.991
C -3.419 0.247 -5.688
C -2.155 -0.048 -5.206
C -1.715 0.515 -4.017
C -2.542 1.350 -3.278
N -1.997 1.978 -1.988
C -2.657 2.036 -0.777
C -3.813 1.198 -0.375
C -4.950 1.854 0.079
C -6.052 1.127 0.500
C -5.997 -0.258 0.482
C -4.853 -0.931 0.073
C -3.673 -0.285 -0.358
O -2.589 -0.973 -0.681
H -6.295 3.454 -2.679
H -6.368 1.809 -3.317
H -6.036 3.208 -4.406
H -5.199 1.364 -5.415
H -3.769 -0.202 -6.609
H -1.517 -0.742 -5.743
H -0.763 0.238 -3.645
H -0.873 2.258 -2.001
H -2.219 2.658 -0.018
H -4.987 2.937 0.088
H -6.949 1.632 0.844
H -6.852 -0.839 0.811
H -4.865 -2.003 0.109
*
```

Record 2
DFT (ωB97M-V with the def2-TZVPD basis set) results for a cluster of 2 separate species, C3H9N2 in total in a non-equilibrium geometry.

Calculated values
* energy above the lowest of the compared OMol25 structures with the same formula, charge and spin: 643.8 kJ/mol
* E_HOMO (spin up / spin down): -13.16 / -12.99 eV

```
! RIJCOSX wB97M-V def2-TZVPD def2/J DEFGRID3
* xyz 1 1
C -1.297 1.418 -0.817
C -2.055 0.869 0.012
C 2.894 -0.035 0.259
N 1.623 -0.533 -0.035
N -2.281 -0.655 0.089
H 1.743 -1.497 -0.409
H -0.682 2.032 -1.543
H -2.523 1.343 0.951
H 3.265 -0.459 1.226
H 3.570 -0.240 -0.597
H 2.988 1.003 0.614
H -3.257 -0.952 0.194
H -1.783 -1.116 0.848
H -2.204 -1.178 -0.792
*
```